1.
{"formula": "C48H33Cl4N4Re", "method": "ωB97M-V/def2-TZVPD", "multiplicity": 2, "e_homo_ev": [-10.04, -10.02], "e_lumo_ev": [-5.175, -4.993], "s2": 0.79, "charge": 1, "elements": ["Re", "Cl", "C", "C", "C", "C", "C", "C", "C", "C", "C", "C", "C", "C", "C", "C", "C", "C", "Cl", "C", "C", "C", "N", "C", "C", "C", "C", "C", "C", "Cl", "C", "C", "C", "C", "C", "C", "N", "C", "C", "C", "C", "C", "N", "C", "C", "C", "C", "Cl", "C", "C", "C", "C", "N", "H", "H", "H", "H", "H", "H", "H", "H", "H", "H", "H", "H", "H", "H", "H", "H", "H", "H", "H", "H", "H", "H", "H", "H", "C", "C", "C", "C", "H", "H", "H", "H", "H", "H", "H", "H", "H"], "xyz": [[0.13372, -0.03972, 0.02541], [2.45961, -5.86757, 7.05966], [2.15110, -4.78066, 5.75813], [3.12485, -4.55285, 4.79474], [2.88093, -3.66688, 3.75971], [1.66753, -2.99272, 3.68455], [0.70180, -3.22761, 4.66150], [0.93034, -4.12282, 5.68825], [1.32010, -2.09219, 2.55789], [0.91008, -2.69994, 1.36987], [0.84112, -4.11323, 1.17476], [0.05637, -4.32311, 0.08502], [-0.33156, -3.03900, -0.40734], [-1.21692, -2.82612, -1.47140], [-2.02692, -3.98044, -1.90098], [-2.86562, -4.57695, -0.95761], [-3.67887, -5.63718, -1.30286], [-3.64984, -6.12081, -2.60459], [-4.65091, -7.44916, -3.04263], [-2.82306, -5.53580, -3.55440], [-2.02037, -4.46656, -3.20511], [-1.46167, -1.58790, -2.07703], [-0.97387, -0.37257, -1.65482], [-1.47265, 0.57379, -2.52181], [-1.37380, 1.96380, -2.36221], [-1.97971, 2.83612, -3.38568], [-1.19746, 3.78821, -4.03841], [-1.74046, 4.59842, -5.01575], [-3.08502, 4.47425, -5.34366], [-3.76554, 5.47806, -6.56658], [-3.88444, 3.55458, -4.67778], [-3.33202, 2.74188, -3.70792], [-0.82227, 2.59186, -1.23786], [-0.91191, 3.99163, -0.96105], [-0.40622, 4.18757, 0.28477], [0.00615, 2.91288, 0.78190], [-0.25587, 1.94966, -0.16362], [0.51610, 2.69533, 2.06616], [0.83875, 1.44183, 2.60972], [1.30448, 1.21328, 3.94120], [1.52606, -0.12195, 4.07299], [1.21272, -0.72459, 2.81979], [0.79881, 0.24516, 1.93667], [0.70291, 3.87349, 2.93384], [1.57585, 4.89742, 2.57365], [1.79416, 5.96400, 3.42379], [1.12688, 6.02668, 4.64100], [1.42347, 7.33329, 5.72212], [0.21574, 5.03756, 4.98897], [0.01210, 3.96897, 4.14019], [-2.21165, -0.07608, -3.55801], [-2.25113, -1.40213, -3.25497], [0.26365, -2.05733, 0.34008], [4.06851, -5.07038, 4.85799], [3.64287, -3.49088, 3.01541], [-0.24712, -2.71582, 4.60021], [0.16852, -4.31398, 6.42843], [1.31422, -4.84025, 1.80314], [-0.23044, -5.26000, -0.34580], [-2.89470, -4.19001, 0.05105], [-4.33591, -6.08891, -0.57565], [-2.81248, -5.91797, -4.56148], [-1.36289, -4.02317, -3.93819], [-0.14844, 3.86840, -3.79432], [-1.12680, 5.32326, -5.52595], [-4.93104, 3.47614, -4.92093], [-3.95786, 2.03769, -3.18167], [-1.33377, 4.73219, -1.60970], [-0.34918, 5.11275, 0.82092], [1.45082, 1.96350, 4.68898], [1.87693, -0.64374, 4.94119], [2.10490, 4.84633, 1.63341], [2.48778, 6.74205, 3.15072], [-0.32341, 5.09578, 5.92063], [-0.70467, 3.20447, 4.39883], [-2.64215, 0.41692, -4.40726], [-2.77107, -2.17369, -3.78967], [1.87543, 0.94455, -3.16909], [2.58149, 0.04750, -2.15751], [4.09995, 0.22560, -2.29796], [2.22336, 0.34874, -0.71213], [2.25743, 0.74399, -4.16614], [2.04722, 1.99619, -2.95346], [0.80891, 0.75272, -3.16592], [2.33828, -0.99727, -2.38031], [4.37766, 1.25411, -2.07970], [4.41235, -0.00468, -3.31214], [4.64078, -0.43330, -1.62460], [2.42378, 1.40708, -0.49931], [2.86509, -0.26178, -0.06433]], "forces_ev_per_angstrom": [[3.224, 0.196, -0.993], [0.033, -0.106, 0.050], [-0.040, 0.232, -0.228], [-0.001, -0.134, 0.179], [-0.163, 0.144, 0.043], [0.107, -0.183, 0.205], [0.100, -0.026, -0.140], [0.113, -0.073, 0.110], [-0.148, 0.209, -0.366], [-0.006, 0.224, 0.508], [-0.239, 0.016, -0.365], [0.193, 0.063, 0.287], [-0.217, -0.034, -0.660], [0.331, 0.284, 0.234], [-0.186, -0.274, -0.109], [0.063, 0.073, -0.176], [-0.060, -0.181, -0.158], [0.168, 0.285, 0.102], [-0.110, -0.148, -0.063], [-0.130, -0.123, -0.018], [0.079, -0.088, 0.270], [-0.284, -0.867, -0.385], [0.025, 0.337, 1.123], [-0.427, 0.691, -0.332], [0.110, -0.207, 0.494], [-0.045, 0.184, -0.279], [-0.110, -0.261, -0.021], [-0.163, 0.103, -0.128], [0.154, -0.139, 0.286], [-0.050, 0.067, -0.085], [-0.004, 0.134, -0.185], [0.199, 0.077, 0.075], [-0.287, -0.333, -0.320], [0.220, 0.071, 0.422], [-0.126, -0.023, -0.415], [0.157, 0.035, 0.359], [-0.180, 0.061, 0.098], [-0.094, -0.400, -0.269], [0.172, 0.810, 0.295], [-0.050, 0.008, -0.347], [-0.079, 0.011, -0.413], [0.201, -0.599, 0.382], [-1.112, -0.261, -0.833], [-0.026, 0.257, 0.235], [-0.055, -0.211, 0.148], [-0.025, 0.159, 0.198], [-0.096, -0.271, -0.237], [0.018, 0.126, 0.060], [0.100, 0.151, 0.110], [0.055, 0.068, -0.266], [0.397, 0.159, 0.328], [0.238, 0.041, 0.405], [-0.197, 0.119, 0.200], [0.103, -0.053, 0.028], [0.079, -0.003, -0.101], [-0.122, 0.044, 0.003], [-0.016, -0.009, 0.082], [0.033, -0.187, 0.121], [-0.074, -0.217, -0.092], [0.013, 0.021, 0.072], [-0.041, -0.045, 0.041], [0.000, -0.089, -0.127], [0.057, -0.002, -0.087], [0.110, 0.032, 0.002], [0.041, 0.077, -0.085], [-0.139, 0.027, -0.049], [-0.095, -0.062, 0.055], [-0.108, 0.112, -0.114], [-0.004, 0.164, 0.106], [0.083, 0.197, 0.132], [0.102, -0.104, 0.129], [0.082, -0.020, -0.069], [0.084, 0.117, 0.003], [-0.032, 0.085, 0.115], [-0.068, -0.079, 0.087], [-0.100, 0.027, -0.104], [-0.023, -0.048, -0.041], [0.029, -0.364, 0.158], [0.076, -0.026, -0.289], [-0.236, -0.178, 0.053], [-1.232, -0.097, 0.475], [-0.001, -0.007, -0.153], [0.028, 0.198, 0.106], [-0.064, 0.090, -0.131], [-0.013, 0.020, -0.003], [0.082, 0.139, 0.034], [0.050, -0.001, -0.148], [0.108, -0.051, 0.114], [-0.187, -0.147, 0.115], [-0.354, -0.009, 0.153]], "mulliken_charge": [0.86, -0.19, 0.33, -0.87, 0.03, -0.64, 0.19, -1.02, 1.90, 0.07, -1.17, -1.60, 0.46, 1.33, -0.42, -0.07, -1.02, 0.33, -0.19, -0.96, -0.31, 0.75, -0.01, -0.61, 2.46, -0.25, -0.16, -0.98, 0.28, -0.19, -1.10, -0.17, 0.44, -1.56, -1.83, 0.40, -0.04, 1.66, 0.64, -1.57, -1.63, 0.19, -0.17, 0.07, -0.27, -0.98, 0.28, -0.19, -0.95, -0.30, -1.64, -1.35, 0.06, 0.44, 0.47, 0.51, 0.42, 0.61, 0.68, 0.51, 0.43, 0.42, 0.65, 0.46, 0.43, 0.43, 0.64, 0.61, 0.59, 0.58, 0.56, 0.55, 0.43, 0.43, 0.61, 0.76, 0.67, -1.09, 0.94, -1.75, -1.32, 0.57, 0.27, -0.04, 0.18, 0.39, 0.45, 0.43, 0.29, 0.46]}



2.
{"formula": "C4H3FO2", "method": "ωB97M-V/def2-TZVPD", "multiplicity": 3, "e_homo_ev": [-8.60, -10.94], "e_above_lowest_ev": 0.059, "e_lumo_ev": [0.825, -3.185], "s2": 2.02, "elements": ["C", "C", "C", "C", "O", "O", "F", "H", "H", "H"], "xyz": [[1.19527, 0.38183, 0.14263], [0.06929, 0.78954, -0.49429], [0.95921, -0.99500, 0.44372], [-0.79242, -0.31352, -0.65673], [-0.18206, -1.41574, -0.02900], [-1.98649, -0.38540, -0.90977], [-2.67852, 0.96538, 0.70379], [2.08095, 0.95753, 0.56048], [-0.33904, 1.80832, -0.65512], [1.67381, -1.79292, 0.89431]], "forces_ev_per_angstrom": [[1.596, -0.856, 1.833], [-0.559, 2.309, -0.549], [3.210, -0.351, 0.639], [-2.268, -0.341, 1.369], [-0.500, -0.630, -0.780], [0.772, -0.216, -0.637], [0.025, 0.100, -0.025], [-1.447, -0.801, -0.881], [0.720, -0.902, -0.188], [-1.549, 1.689, -0.781]], "nbo_charge": [-0.30, -0.29, 0.22, 0.67, -0.44, -0.48, -0.10, 0.25, 0.26, 0.22]}



3.
{"formula": "C4H3LuO6", "method": "ωB97M-V/def2-TZVPD", "e_homo_ev": [-19.27, -15.33], "e_lumo_ev": [-9.273, -11.571], "charge": 2, "elements": ["O", "C", "O", "C", "C", "O", "O", "H", "H", "Lu", "O", "C", "O", "H"], "xyz": [[1.77262, 0.33642, 1.77758], [0.90057, 0.28108, 0.94648], [-1.16400, 1.04809, -0.14553], [-1.85110, -0.03459, -0.45247], [-0.39438, 1.04853, 1.04449], [-1.82121, -1.07003, 0.27494], [-2.57951, -0.00530, -1.48339], [-0.96502, 0.63774, 1.88654], [-0.15022, 2.10019, 1.24493], [-3.36351, -2.12223, -1.19110], [3.06859, -1.01385, -1.23547], [2.75063, -0.11343, -0.36559], [1.43747, 0.10068, -0.41776], [2.35905, -1.19330, -1.88367]], "forces_ev_per_angstrom": [[-2.041, -1.286, -0.937], [3.386, 3.203, 1.411], [0.142, -0.001, -0.355], [-0.530, -0.025, 0.167], [-1.071, -0.841, 0.139], [-0.338, -0.974, -0.311], [-0.509, -1.001, -0.361], [0.169, 0.159, -0.087], [0.203, -0.337, -0.073], [1.214, 2.002, 0.671], [2.025, 2.406, 1.968], [-3.153, -3.583, -3.502], [0.723, 0.457, 1.267], [-0.221, -0.178, 0.003]], "nbo_charge": [-0.40, 0.76, -0.44, 0.98, -0.19, -0.83, -0.79, 0.27, 0.30, 1.80, -0.56, 1.07, -0.53, 0.56]}



Please write out number 2 again, unchanged.
{"formula": "C4H3FO2", "method": "ωB97M-V/def2-TZVPD", "multiplicity": 3, "e_homo_ev": [-8.60, -10.94], "e_above_lowest_ev": 0.059, "e_lumo_ev": [0.825, -3.185], "s2": 2.02, "elements": ["C", "C", "C", "C", "O", "O", "F", "H", "H", "H"], "xyz": [[1.19527, 0.38183, 0.14263], [0.06929, 0.78954, -0.49429], [0.95921, -0.99500, 0.44372], [-0.79242, -0.31352, -0.65673], [-0.18206, -1.41574, -0.02900], [-1.98649, -0.38540, -0.90977], [-2.67852, 0.96538, 0.70379], [2.08095, 0.95753, 0.56048], [-0.33904, 1.80832, -0.65512], [1.67381, -1.79292, 0.89431]], "forces_ev_per_angstrom": [[1.596, -0.856, 1.833], [-0.559, 2.309, -0.549], [3.210, -0.351, 0.639], [-2.268, -0.341, 1.369], [-0.500, -0.630, -0.780], [0.772, -0.216, -0.637], [0.025, 0.100, -0.025], [-1.447, -0.801, -0.881], [0.720, -0.902, -0.188], [-1.549, 1.689, -0.781]], "nbo_charge": [-0.30, -0.29, 0.22, 0.67, -0.44, -0.48, -0.10, 0.25, 0.26, 0.22]}